Entry 1:
# C40H46N9Ti

C40H46N9Ti as an isolated structure (ωB97M-V/def2-TZVPD, OMol25).

Each line ends with the Mulliken charge.
Element x y z (Å)
Ti1 -0.63 -0.70 0.59  -2.102
C1 2.44 -3.61 -0.60  -1.854
C2 1.68 -2.41 -0.11  0.658
N1 0.46 -2.49 0.41  1.017
C3 -0.21 -3.77 0.64  -1.144
C4 -1.69 -3.68 0.25  -1.201
N2 -2.19 -2.33 0.55  0.395
C5 -3.48 -1.98 -0.09  -0.906
C6 -3.57 -0.46 -0.38  -0.658
N3 -2.50 0.32 0.27  0.667
C7 -2.91 1.30 1.29  -1.216
C8 -1.63 1.86 1.95  -1.509
N4 -0.45 1.29 1.30  1.650
C9 0.62 1.98 1.03  0.408
C10 0.81 3.42 1.37  -1.677
C11 1.65 1.16 0.44  0.143
C12 2.89 1.58 0.03  -1.167
C13 3.80 0.65 -0.52  -1.692
C14 3.44 -0.67 -0.60  -1.047
C15 2.18 -1.10 -0.17  0.523
N5 1.25 -0.16 0.30  1.352
H1 1.95 -4.04 -1.47  0.321
H2 2.50 -4.39 0.17  0.345
H3 3.46 -3.35 -0.88  0.531
H4 -0.13 -4.01 1.70  0.271
H5 0.25 -4.60 0.09  0.680
H6 -2.26 -4.45 0.79  0.452
H7 -1.83 -3.87 -0.81  0.585
H8 -2.35 -2.31 1.55  0.406
H9 -4.30 -2.30 0.55  0.376
H10 -3.56 -2.53 -1.03  0.386
H11 -4.55 -0.08 -0.10  0.594
H12 -3.47 -0.31 -1.46  0.299
H13 -2.14 0.97 -0.47  0.026
H14 -3.56 0.84 2.03  0.693
H15 -3.48 2.10 0.81  0.426
H16 -1.60 1.57 3.00  0.517
H17 -1.63 2.95 1.91  0.911
H18 0.59 3.59 2.43  0.282
H19 0.12 4.04 0.78  0.216
H20 1.82 3.76 1.17  0.615
H21 3.17 2.62 0.12  0.481
H22 4.78 0.98 -0.86  0.500
H23 4.14 -1.40 -0.99  0.414
N6 2.41 3.37 -9.03  -0.503
C16 1.91 3.06 -8.04  -0.171
C17 1.28 2.67 -6.81  0.602
C18 1.95 1.80 -5.94  -0.969
C19 1.34 1.42 -4.76  0.016
C20 0.09 1.92 -4.41  -1.226
C21 -0.56 2.80 -5.28  -0.058
C22 0.02 3.16 -6.48  -0.991
C23 -0.54 1.53 -3.12  2.175
C24 -0.74 0.13 -2.98  -1.128
C25 -0.83 -0.70 -4.13  -0.878
C26 -0.83 -2.01 -3.70  -2.163
C27 -0.70 -1.93 -2.31  -0.208
N7 -0.67 -0.68 -1.83  1.503
C28 -0.86 2.59 -2.28  -0.146
C29 -0.44 3.95 -2.45  -0.258
C30 -1.15 4.69 -1.55  -1.594
C31 -1.99 3.76 -0.87  -0.564
N8 -1.80 2.52 -1.27  -0.205
H24 2.93 1.43 -6.21  0.461
H25 1.84 0.73 -4.09  0.583
H26 -1.54 3.18 -5.01  0.571
H27 -0.49 3.83 -7.16  0.469
H28 -0.89 -0.34 -5.14  0.638
H29 -0.88 -2.90 -4.30  0.526
H30 -0.54 -2.77 -1.67  0.531
H31 0.30 4.30 -3.16  0.630
H32 -1.11 5.76 -1.40  0.493
H33 -2.73 4.01 -0.12  0.584
C32 1.77 0.64 3.91  -0.794
N9 2.43 -0.69 3.94  0.115
C33 2.80 -1.06 5.34  -0.884
C34 1.61 -1.76 3.20  0.089
C35 0.17 -1.79 3.63  -0.384
C36 -0.11 -2.40 4.86  -0.703
C37 -1.38 -2.37 5.40  -1.251
C38 -2.39 -1.74 4.68  -1.229
C39 -2.10 -1.22 3.42  0.521
C40 -0.83 -1.23 2.82  1.896
H34 2.42 1.36 4.40  0.474
H35 0.82 0.56 4.43  0.348
H36 1.60 0.91 2.87  0.250
H37 3.29 -0.61 3.41  0.363
H38 1.90 -1.06 5.95  0.464
H39 3.51 -0.33 5.71  0.330
H40 3.24 -2.06 5.34  0.335
H41 2.14 -2.69 3.38  0.728
H42 1.69 -1.47 2.16  -1.052
H43 0.68 -2.92 5.40  0.624
H44 -1.59 -2.84 6.35  0.422
H45 -3.39 -1.69 5.07  0.489
H46 -2.95 -0.80 2.88  0.164

Computed properties:
Net charge = +1
Highest occupied orbital energy (alpha / beta) = -9.1 / -8.6 eV
ΔE to the lowest compared entry with this formula, charge and spin = 0.00 kcal per mole
Strongest force on any atom = 0.85 eV/A
LUMO level (alpha / beta) = -2.9 / -3.0 eV
E = -2893.92715 Ha
Multiplicity = 1
Frontier orbital gap (alpha / beta) = 6.2 / 5.6 eV



Entry 2:
# C5H16N2Si2

C5H16N2Si2 as an isolated structure (ωB97M-V/def2-TZVPD, OMol25).

Each line ends with the Mulliken charge.
Element x y z (Å)
C1 1.57 1.41 -0.68  -1.624
C2 2.32 0.04 1.28  -1.604
C3 2.37 -0.96 -1.01  -1.681
C4 -2.95 1.75 0.52  -0.704
C5 1.59 -0.01 -0.08  1.344
N1 -2.79 -1.23 0.01  -0.310
N2 0.23 -0.42 0.11  0.093
Si1 -0.60 -1.79 0.23  0.076
Si2 -3.54 0.18 -0.32  0.411
H1 2.58 1.82 -0.73  0.408
H2 1.15 1.38 -1.68  0.357
H3 0.95 2.05 -0.06  0.336
H4 3.36 0.34 1.16  0.375
H5 2.29 -0.95 1.73  0.363
H6 1.82 0.74 1.95  0.380
H7 2.41 -1.95 -0.57  0.388
H8 1.87 -1.03 -1.97  0.395
H9 3.38 -0.59 -1.16  0.396
H10 -1.86 1.79 0.51  0.080
H11 -3.33 2.65 0.03  0.313
H12 -3.26 1.78 1.56  0.325
H13 -3.18 -2.12 -0.27  0.240
H14 -0.91 -2.47 1.50  -0.139
H15 -0.78 -2.80 -0.84  -0.146
H16 -4.67 0.40 -1.22  -0.072

Computed properties:
Highest occupied orbital energy = -7.2 eV
ΔE to the lowest compared entry with this formula, charge and spin = 49.34 kcal per mole
Strongest force on any atom = 1.76 eV/A
LUMO level = -0.6 eV
E = -888.54191 Ha
Multiplicity = 1
Frontier orbital gap = 6.6 eV



Entry 3:
# C4H26F6O9P

A 10-piece molecular cluster, C4H26F6O9P overall (ωB97M-V/def2-TZVPD, OMol25).

Each line ends with the Mulliken charge.
Element x y z (Å)
P1 0.30 -0.74 0.68  1.743
F1 0.18 -1.63 2.04  -0.421
F2 -1.03 -1.38 0.08  -0.525
F3 -0.53 0.52 1.33  -0.299
F4 0.53 0.18 -0.71  -0.408
F5 1.69 -0.27 1.27  -0.414
F6 0.97 -1.99 -0.02  -0.532
C1 -1.48 2.17 -2.33  -0.844
C2 -2.92 2.71 -2.14  -0.129
O1 -2.88 3.98 -1.56  -0.559
H1 -0.95 2.01 -1.39  0.062
H2 -0.85 2.87 -2.88  0.339
H3 -1.40 1.22 -2.85  0.344
H4 -3.32 1.98 -1.43  0.149
H5 -3.58 2.84 -2.99  0.359
H6 -3.77 4.31 -1.42  0.300
C3 6.33 -1.78 -0.56  -1.174
C4 4.88 -2.12 -0.38  -0.079
O2 4.27 -1.26 0.54  -0.557
H7 6.87 -1.83 0.39  0.289
H8 6.35 -0.72 -0.79  0.296
H9 6.83 -2.36 -1.34  0.339
H10 4.79 -3.15 -0.01  0.238
H11 4.21 -2.00 -1.23  0.300
H12 3.32 -1.30 0.39  0.272
O3 -0.71 -3.57 -1.60  -0.771
H13 0.01 -4.18 -1.45  0.289
H14 -0.46 -2.78 -1.12  0.436
O4 -3.37 -2.78 -1.59  -0.598
H15 -2.49 -3.16 -1.61  0.404
H16 -3.87 -3.30 -2.23  0.245
O5 1.66 1.31 3.77  -0.669
H17 1.51 0.97 2.89  0.351
H18 2.00 0.57 4.26  0.315
O6 -4.23 -0.50 -0.30  -0.637
H19 -4.31 -0.70 0.63  0.307
H20 -3.50 -1.04 -0.60  0.342
O7 -1.82 0.11 4.08  -0.649
H21 -1.71 0.91 3.58  0.335
H22 -1.06 -0.42 3.87  0.303
O8 -3.08 2.28 1.83  -0.592
H23 -3.82 2.66 1.36  0.268
H24 -2.31 2.58 1.36  0.302
O9 0.76 3.29 0.10  -0.652
H25 0.41 2.45 0.42  0.227
H26 1.57 3.05 -0.34  0.355

Computed properties:
Net charge = -1
Highest occupied orbital energy = -7.6 eV
ΔE to the lowest compared entry with this formula, charge and spin = 0.00 kcal per mole
Strongest force on any atom = 2.65 eV/A
LUMO level = 2.9 eV
E = -1786.00819 Ha
Multiplicity = 1
Frontier orbital gap = 10.4 eV



Entry 4:
# HN2O3

An isolated ion of composition HN2O3 and charge -1 (ωB97M-V/def2-TZVPD, OMol25).

Each line ends with the Mulliken charge.
Element x y z (Å)
O1 -2.08 -0.02 -0.01  -0.747
N1 -0.64 -0.13 0.09  0.949
O2 -0.12 -1.26 0.04  -0.773
N2 0.05 0.98 0.00  -0.378
O3 1.37 0.76 0.03  -0.394
H1 1.42 -0.32 -0.16  0.343

Computed properties:
Net charge = -1
SMILES = [O-][N+]([O-])=NO
Highest occupied orbital energy = -3.5 eV
ΔE to the lowest compared entry with this formula, charge and spin = 14.08 kcal per mole
Strongest force on any atom = 4.86 eV/A
LUMO level = 4.8 eV
E = -335.70450 Ha
Multiplicity = 1
Frontier orbital gap = 8.2 eV



What is the formula in the first record?
C40H46N9Ti



Number 4 is which compound?
HN2O3